# C2H15NO4

A cluster of 5 separate species, C2H15NO4 in total in a non-equilibrium geometry (ωB97M-V/def2-TZVPD, the OMol25 dataset).

Structure (XYZ):
```
22
Properties=species:S:1:pos:R:3:forces:R:3
C 0.740 0.969 2.585 0.6709 0.5381 0.4071
C 1.168 -0.235 1.749 -1.3280 1.4295 -1.0640
N 0.202 -0.391 0.624 0.5311 -0.4388 -0.0446
H -0.299 1.035 2.903 -0.0959 -0.4421 -0.2225
H 0.962 1.874 2.006 -0.2564 -0.0947 -0.0294
H 1.359 1.085 3.481 -0.0111 -0.2396 -0.0254
H 1.172 -1.186 2.273 0.5113 0.1241 0.1520
H 2.077 0.095 1.240 0.7133 -0.7961 0.7762
H 0.552 -1.179 0.093 -0.3307 -0.1478 -0.2600
H 0.262 0.397 -0.018 -0.0028 0.1241 0.0702
O 5.235 -2.246 -2.427 -0.5244 -0.0267 -0.4899
H 5.482 -1.882 -1.586 0.3720 0.1881 0.6418
H 4.356 -1.871 -2.571 0.1531 -0.1593 -0.1526
O -3.637 0.307 -1.409 0.5415 -0.0069 -1.4550
H -3.423 0.349 -0.483 0.1789 -0.0967 1.2315
H -4.577 0.316 -1.538 -0.5081 0.0700 0.1418
O -0.885 1.558 -1.433 -0.7913 -0.5006 -1.6413
H -0.647 1.906 -2.304 0.7784 0.5560 0.3747
H -1.647 1.054 -1.804 -0.0675 -0.0435 1.2786
O -2.395 0.007 1.047 -0.4427 0.5120 -0.1680
H -2.733 -0.771 1.488 0.0712 -0.2548 0.1005
H -1.443 -0.171 0.814 -0.1627 -0.2943 0.3782
```
Forces are in eV/Å.

**E_HOMO**: -9.84 eV
**SMILES string**: CCN.O.O.O.O
**Kohn-Sham gap**: 10.180 eV
**ΔE to the lowest compared entry with this formula, charge and spin**: 0.722 eV
**Multiplicity**: 1